A molecular structure, C47H39CeN8O5PS3, computed with ωB97M-V/def2-TZVPD.

Positions of all 104 atoms, in Å:
1 H 15.7650 10.0182 12.8244
2 C 11.8032 10.2686 18.5504
3 C 13.7823 6.9758 14.0801
4 C 11.9439 9.5928 19.7580
5 C 11.3260 16.6984 12.1106
6 C 9.9674 16.6408 12.4749
7 O 7.1327 16.3789 17.2869
8 C 15.0771 11.6879 13.6837
9 H 14.0986 5.9525 13.8930
10 C 10.5910 10.4098 17.9430
11 C 15.7577 15.7955 9.8038
12 C 9.9375 15.7315 9.4430
13 C 11.9913 14.9364 16.7404
14 H 11.8027 6.4725 14.9941
15 H 11.2890 8.8279 15.4280
16 C 13.2641 17.0060 9.5556
17 C 8.8312 10.9033 11.8740
18 C 9.2601 15.4704 16.5522
19 H 7.5371 13.9658 15.3163
20 H 11.9969 19.7598 13.5822
21 C 11.4150 18.8563 13.2750
22 C 6.5247 10.9847 11.1307
23 C 10.0789 18.7610 13.5339
24 C 8.8548 14.0456 8.1019
25 H 9.4558 16.3522 18.5076
26 H 17.2675 11.6913 13.4002
27 N 11.9161 11.6085 16.4692
28 N 7.1382 14.8528 15.5430
29 C 9.3477 17.6417 13.1880
30 H 9.3617 15.7827 12.1476
31 C 12.5324 7.2259 14.7027
32 H 9.5744 19.6154 13.9952
33 S 10.2698 9.9582 12.2123
34 C 9.5755 9.2443 19.8159
35 C 10.7250 13.4797 9.5881
36 C 10.8415 14.8278 10.0229
37 C 16.5147 13.5809 13.8883
38 N 8.6495 12.2148 12.3551
39 C 7.7573 15.6364 16.5538
40 C 11.3215 15.4578 17.8457
41 C 14.6530 15.3022 10.5176
42 H 15.4765 15.3861 14.4027
43 H 12.9613 9.4331 20.1669
44 C 12.1830 8.5526 14.8640
45 H 8.2834 17.5613 13.3828
46 H 11.6319 11.5255 9.6068
47 C 16.3840 12.2617 13.5791
48 C 10.6665 11.1864 16.6964
49 H 16.4023 17.2828 8.4037
50 O 13.9621 10.1988 16.8150
51 C 13.4093 15.9511 10.4648
52 H 8.7099 8.7572 20.3056
53 H 6.1262 14.8687 15.6712
54 N 12.8595 9.6042 14.2668
55 C 11.5236 12.4431 10.2001
56 H 8.1262 13.6690 7.3783
57 H 11.9288 15.6533 18.7362
58 H 10.9066 8.8237 21.4591
59 P 12.0384 15.2329 11.3466
60 C 8.9884 15.3737 8.5034
61 S 9.3723 11.4421 15.5798
62 Ce 11.5731 11.8390 14.0461
63 C 14.3323 17.4653 8.7910
64 H 17.4748 14.1243 13.8187
65 O 13.6139 12.2715 18.2226
66 S 13.0520 11.0924 17.5616
67 H 5.6305 10.4061 10.7813
68 H 9.5229 14.6377 14.5576
69 C 15.3709 14.3441 14.1947
70 H 5.4869 12.8641 11.4086
71 C 7.7118 10.3155 11.2415
72 N 11.9805 12.4572 11.4244
73 N 11.3258 14.6365 15.6062
74 H 12.3414 10.4631 11.3775
75 H 16.7152 15.2841 9.8394
76 C 9.4289 9.9154 18.5981
77 H 8.3910 16.1537 8.0260
78 C 12.0435 17.8142 12.5195
79 H 7.7407 9.2961 10.7885
80 H 14.1866 18.2597 8.0251
81 C 14.5897 8.0052 13.6656
82 H 13.1118 17.9432 12.3032
83 C 7.5062 12.9311 12.1346
84 H 8.4302 10.1577 18.1689
85 C 10.0180 14.8732 15.5154
86 O 9.5745 12.7863 13.1526
87 H 9.6449 12.0692 8.3682
88 N 14.0216 12.3878 14.0813
89 C 9.7416 13.1191 8.6839
90 H 13.0526 14.7737 16.6889
91 O 12.7872 11.2614 11.7614
92 H 15.6310 7.8862 13.3214
93 H 13.3021 14.2202 14.7298
94 N 14.9526 10.3397 13.3362
95 C 10.8163 9.1779 20.4233
96 C 6.4176 12.3232 11.5457
97 C 14.0829 9.3700 13.7762
98 H 12.2623 17.4420 9.4186
99 C 14.1530 13.7064 14.3217
100 H 14.7583 14.3764 11.0748
101 C 15.5638 16.9059 8.9679
102 H 7.5647 13.9383 12.4482
103 H 9.9082 16.7327 9.8051
104 C 9.9568 15.8262 17.7201

Values from the calculation:
- Net charge: +2
- HOMO-LUMO gap (alpha / beta): 4.69 / 4.69 eV
- Energy above the lowest of the compared OMol25 structures with the same formula, charge and spin: 0.0 kcal/mol
- Maximum force: 2.80 eV/A

---

A molecular structure, C47H40F6N6O4OsP2S3, computed with ωB97M-V/def2-TZVPD.

Positions of all 109 atoms, in Å:
1 H 5.5408 0.5259 -5.4395
2 H -1.7101 4.9244 -3.1941
3 C 3.0798 -0.1495 -3.2182
4 C -0.6649 1.7029 2.7730
5 H -5.0738 -4.2893 -0.3705
6 H -2.0633 -2.6079 3.2694
7 H -0.4377 -2.4895 3.8136
8 C 6.2648 4.6890 -2.2940
9 C 4.2758 3.2352 -0.9737
10 H 4.8735 -2.8563 -0.6705
11 C 4.1979 -3.9291 0.9890
12 C -1.9149 0.7581 -4.4094
13 C 3.9555 -2.8911 -0.0488
14 C 4.0223 -1.2721 1.8085
15 P 0.4802 2.1580 0.3237
16 C -2.4716 0.1232 -3.3175
17 H 4.1950 -4.9573 0.6486
18 H 1.6902 3.5690 -1.1999
19 H 7.0235 5.2735 -2.7958
20 C -3.7215 -2.6568 -0.6121
21 H -2.1664 2.9489 1.2972
22 S -0.0024 -5.4212 0.4368
23 H -0.4589 3.0488 5.8678
24 Os 0.5237 -0.0931 -0.3189
25 C 3.7895 0.0384 -2.0357
26 H -1.7140 1.3270 4.6015
27 C -3.1053 4.0854 -0.2382
28 F -0.4332 -6.8713 2.6353
29 O 1.4563 -5.4832 0.4666
30 H 4.6508 -2.0257 3.7138
31 N -1.7480 -1.3132 1.1732
32 C -0.8436 -1.5541 2.0599
33 H 1.7800 4.0314 2.3764
34 C 6.4818 4.2147 -1.0090
35 F 0.8229 -4.2153 -1.8093
36 O 0.6939 -1.9958 -1.1784
37 C -4.9776 -3.2378 -0.6060
38 C 5.4974 3.4939 -0.3515
39 H 5.6686 3.1759 0.6703
40 C 5.7610 0.5550 -3.3101
41 F -1.7304 -5.1488 2.4105
42 H 6.8116 0.8112 -3.3501
43 H -6.8405 -0.5373 -1.4333
44 H -0.1538 1.7576 -5.1454
45 C -1.7310 -0.0107 -2.1464
46 O -0.7761 -6.3941 -0.2408
47 C -0.9448 1.9114 4.1135
48 H 0.1212 3.6218 -2.2804
49 C 5.1402 0.3822 -2.0839
50 N -0.3489 -3.8848 0.1929
51 H 5.7118 0.4994 -1.1702
52 S 1.0629 -3.2596 -0.4304
53 C -5.9640 -1.1346 -1.2201
54 C -2.9903 4.6478 -1.4990
55 H 1.2707 4.3902 4.7256
56 C -0.6225 1.2546 -4.3115
57 F 2.9363 -2.7261 -2.1642
58 H 1.0823 1.4319 -3.0205
59 H -1.2163 0.9513 2.2210
60 S 0.8316 -0.9852 1.8720
61 H 4.5979 1.2957 0.6598
62 H -3.7992 5.2308 -1.9179
63 C -1.8159 4.4732 -2.2159
64 H 3.1498 -0.1323 -5.3559
65 C 3.5265 1.3917 0.4903
66 H 3.9254 -0.2710 2.2053
67 C -0.4830 -5.6188 2.2283
68 C -0.8697 3.1729 -0.4083
69 C -0.2475 2.8821 4.8203
70 N -1.4041 -0.6767 0.0545
71 H 2.0615 -0.5097 -3.1710
72 N -0.4566 0.4542 -2.0711
73 C 5.0441 0.3951 -4.4875
74 F 0.3518 -4.8856 2.9922
75 C -6.1007 -2.4803 -0.9100
76 F 3.2165 -4.6811 -1.3557
77 C -4.7115 -0.5489 -1.2483
78 C -3.5774 -1.3066 -0.9379
79 C 5.0623 4.4109 -2.9280
80 C 1.9405 3.1715 -0.2211
81 C 1.0071 3.4290 2.8337
82 C 4.4525 -3.6210 2.2803
83 N -1.1673 -2.1478 3.2143
84 H 4.6684 -4.4027 2.9958
85 H 2.9926 1.4229 1.4462
86 C 3.7279 -1.5059 0.4827
87 H 7.4153 4.4290 -0.5055
88 H -3.4703 -0.2840 -3.3598
89 H 4.8955 4.7502 -3.9420
90 H -4.0111 4.2194 0.3382
91 P 2.9279 -0.1502 -0.4476
92 C 3.7043 0.0330 -4.4411
93 O 1.5697 -2.7016 0.9467
94 N 3.2457 2.5477 -0.2835
95 H 1.9558 4.0414 0.4501
96 C 2.9165 -3.4363 -1.0297
97 H 3.1546 3.4565 -2.7977
98 C -0.7707 3.7368 -1.6820
99 C 4.4161 -2.2804 2.6875
100 H -2.4741 0.8660 -5.3285
101 C 0.7273 3.6308 4.1794
102 C -2.2469 -0.6747 -0.9610
103 C 0.3072 2.4655 2.1140
104 H -2.8464 -3.2510 -0.4111
105 C 4.0746 3.6934 -2.2748
106 C -2.0572 3.3559 0.3032
107 C 0.0675 1.0780 -3.1297
108 H -4.6179 0.5109 -1.4564
109 H -7.0811 -2.9370 -0.8965

Values from the calculation:
- Net charge: +2
- HOMO-LUMO gap (alpha / beta): 4.76 / 4.76 eV
- Energy above the lowest of the compared OMol25 structures with the same formula, charge and spin: 0.0 kcal/mol
- Maximum force: 3.68 eV/A

---

A molecular structure, C47H40I2N4O3STeV, computed with ωB97M-V/def2-TZVPD.

Positions of all 99 atoms, in Å:
1 H 2.1338 -0.3461 6.5509
2 C -3.6786 -4.1931 -0.7683
3 C 0.8991 -4.2921 1.5932
4 H 4.1443 3.1547 3.3295
5 C 0.8526 3.4696 -1.1762
6 I -6.0415 -1.8578 -6.2322
7 C 1.4430 -3.5932 -0.6619
8 C -0.4737 2.8447 1.4025
9 H -0.6275 3.7644 -2.7556
10 Te 4.0447 0.3795 -1.9738
11 C 1.6061 -5.8807 -0.0792
12 H -3.2121 -2.9176 -6.3969
13 H -4.4337 -4.9307 -0.5014
14 H -2.5958 -0.5181 0.5639
15 C -1.8798 -0.9442 -4.0489
16 H 1.0953 -1.9514 7.9326
17 H 2.2784 0.3946 0.6789
18 H 2.0757 7.0064 -2.1641
19 C 1.3315 1.4451 -3.0274
20 N -1.8319 -2.3702 -1.5249
21 H 1.8776 -6.8634 -0.4581
22 H 0.8577 2.3086 -3.5302
23 H 1.2828 0.5929 -3.6618
24 C -0.2055 -1.4157 4.3272
25 C 4.9030 2.4390 0.1123
26 C 1.2435 -5.6461 1.2382
27 C -0.8075 1.4799 3.2416
28 C -2.8152 0.7808 -2.5628
29 C 0.2328 4.1536 -2.2323
30 C -3.0374 -0.3281 -3.5741
31 C 4.0334 1.4151 -0.0737
32 C 1.2939 -0.9368 6.1105
33 S 1.7373 -2.3968 -1.8666
34 C 0.7313 -1.8995 6.8983
35 H 5.5717 2.7330 -0.7159
36 H -5.0677 -0.0270 -3.8769
37 N -2.1738 0.3145 -1.2719
38 N 1.7305 -4.8551 -0.9437
39 C -0.2117 0.4713 1.0241
40 H -0.7341 -3.4721 7.0236
41 C -1.0161 4.0047 3.6494
42 C 3.0222 1.1242 0.8353
43 C -2.9393 -1.9849 -0.8501
44 H -2.4059 -5.5809 -1.9654
45 O 0.0681 -0.4810 0.2564
46 H 2.5377 1.3986 2.8952
47 H -0.2001 4.6783 3.4977
48 H 0.2319 6.0007 -3.3022
49 H -1.8262 1.0542 -0.7451
50 C 3.1123 1.7016 2.0976
51 H 2.1670 3.6257 0.5524
52 C -0.6972 -2.4626 5.0791
53 H -0.8389 -3.8553 -2.4408
54 C -2.5967 -4.5610 -1.5414
55 C -1.6471 -3.6304 -1.8211
56 H -2.2030 1.5971 -2.9842
57 N 0.7018 1.1296 -1.7260
58 C -4.2182 -0.5993 -4.1776
59 H -3.8425 1.2084 -2.3309
60 V -0.2093 -0.7890 -1.6332
61 H -0.8956 3.5808 4.6846
62 H 2.9563 5.8877 -0.0497
63 C 4.0614 2.7205 2.3179
64 C -0.6567 0.3283 2.4145
65 H -4.1272 -0.2832 -0.3636
66 O -0.7132 -0.6164 -3.4250
67 C -2.9779 -0.5520 -0.4528
68 C 0.7339 5.4080 -2.5410
69 H 3.1733 1.8751 -4.0807
70 C -0.2844 -2.6865 6.3862
71 C 1.7237 6.0511 -1.8509
72 C -3.1239 -2.1280 -5.6624
73 H -4.8052 -2.4749 -0.0240
74 H -0.4036 3.8557 0.9165
75 H -1.5772 -2.9756 4.6528
76 C 0.8649 -0.6136 4.8034
77 C 2.8136 1.8116 -3.0254
78 I -0.0663 -2.2502 -5.9836
79 H -1.0051 1.2998 4.2835
80 H 1.2846 0.2645 4.2137
81 C 4.8463 3.1599 1.2884
82 H 5.5814 3.9766 1.5439
83 C 2.2631 5.3387 -0.7530
84 C 1.7856 4.1186 -0.3543
85 C -3.9215 -2.8549 -0.4988
86 C -0.8405 -1.0773 2.9399
87 H 0.6957 -4.1479 2.6392
88 H 0.7409 -2.2073 0.8256
89 H 3.0001 2.8020 -2.6270
90 C 0.4868 2.0429 -0.8679
91 H 2.1377 -4.9723 -1.8878
92 C -0.8338 2.7680 2.7454
93 C -0.1557 1.8097 0.4757
94 H -1.9802 4.5502 3.4546
95 C 0.9681 -3.2955 0.6798
96 O -1.4139 -1.9210 2.2646
97 C -1.9188 -1.6945 -5.1973
98 C -4.3096 -1.5885 -5.1614
99 H 1.1198 -6.4005 1.9827

Values from the calculation:
- Net charge: +1
- HOMO-LUMO gap (alpha / beta): 6.95 / 7.02 eV
- Multiplicity: 3
- Energy above the lowest of the compared OMol25 structures with the same formula, charge and spin: 0.0 kcal/mol
- Maximum force: 3.67 eV/A

---

A molecular structure, C47H40IrN11O8S2Se, computed with ωB97M-V/def2-TZVPD.

Positions of all 110 atoms, in Å:
1 N -5.8254 0.8833 -1.1365
2 C -0.4923 1.4594 -2.7217
3 H 3.1299 -2.2816 -2.7657
4 C 2.8681 2.3764 0.5541
5 C -0.3398 3.1695 -4.4424
6 C 3.0037 3.1948 2.7818
7 H 1.9452 0.7248 -1.5317
8 C -3.9310 0.5619 5.4681
9 C -0.5380 -6.9317 0.1504
10 C -2.8719 0.6573 3.3104
11 C -0.3020 4.7579 -0.9853
12 H -4.1862 2.1689 4.0709
13 C 0.7249 0.2560 2.6406
14 H 4.5896 -0.4100 -4.4451
15 O 1.7033 -2.4534 0.7398
16 N -0.6132 0.1788 -2.2904
17 N -0.1356 5.4166 -3.8545
18 C 1.1659 -5.2491 0.5131
19 C 0.7574 -6.5732 0.4734
20 H 1.5318 -1.5754 -2.5241
21 H 3.4529 1.5063 -2.0497
22 C -0.7853 -0.5490 -4.5502
23 H -6.1922 -2.2582 -0.1751
24 N 2.3372 1.1788 0.9669
25 O 2.8877 -7.2933 0.9398
26 C -7.2623 -0.4336 0.2957
27 H 1.1244 0.5786 6.0238
28 H -3.9834 -1.0800 0.5905
29 H 3.6432 4.2861 1.0476
30 C 0.6754 -2.8116 0.1923
31 H 3.0855 2.4514 -0.5024
32 C 1.2493 0.8001 4.9725
33 C -0.3061 3.8306 -2.0195
34 C -3.3235 -0.6603 5.7264
35 H 3.3949 3.9041 3.4995
36 H 2.1729 -1.7782 -4.1677
37 Se -0.1203 5.3620 -5.6203
38 O -0.7321 -2.5523 2.8786
39 C -6.0978 -1.3913 0.4849
40 C 3.1959 3.3760 1.4218
41 O -2.2125 -1.5302 1.2129
42 H 3.5034 -0.4938 2.6948
43 C -2.4846 -1.2270 4.7790
44 C 3.7326 0.2476 -4.2383
45 C -0.4837 1.7727 -4.0899
46 N -0.1714 -0.2884 1.7513
47 N -0.4540 2.0312 -0.4136
48 H -0.2306 5.8138 -1.2088
49 C 1.9877 1.8881 4.5907
50 H 2.4456 2.5389 5.3238
51 O -3.6133 -5.3367 -0.5716
52 H -1.9956 -2.1775 4.9511
53 C 5.2543 -1.7887 0.1264
54 H -3.5028 -1.1688 6.6639
55 H -0.8370 -7.9683 0.1177
56 H -1.7788 -3.8112 -0.3158
57 H -7.9042 0.9923 -1.1955
58 H -0.8935 -1.7869 -2.7866
59 C -0.2511 4.1866 -3.4218
60 H -0.6063 2.5647 1.5625
61 C 3.6519 -0.1573 -0.6777
62 C -0.6265 0.7424 -5.0124
63 C 2.4283 -1.5214 -3.1380
64 H -5.7054 1.6970 -1.7121
65 C 1.7476 1.1819 2.2570
66 C -0.4006 2.4625 -1.7058
67 H 0.0211 -0.8330 4.3483
68 C -2.2662 -0.5592 3.5839
69 C 3.2426 0.0643 0.6385
70 H -0.6223 0.9701 -6.0698
71 H -7.2336 -0.5017 -1.8617
72 N 2.9681 -0.1853 -3.0961
73 N -0.2809 3.6020 -5.6768
74 C -1.0581 -4.5852 -0.1038
75 N -2.8217 -6.2557 -0.4639
76 C 4.7992 -1.6049 1.4214
77 H -0.9118 -1.3745 -5.2351
78 H -4.5759 1.0090 6.2130
79 C 2.2512 2.1004 3.2263
80 S -3.2389 1.1959 -0.7365
81 C -1.4378 -5.9175 -0.1237
82 C 3.8229 -0.6624 1.6761
83 H 2.1825 -5.0007 0.7822
84 C -4.7362 0.3850 -0.5382
85 N -4.8447 -0.6943 0.2176
86 C 0.6100 0.0095 4.0273
87 C 2.9833 0.5359 -1.8590
88 C -0.4976 2.9411 0.5533
89 C 4.6784 -1.0649 -0.9035
90 Ir -0.4372 -0.0258 -0.2713
91 H 6.0515 -2.4896 -0.0810
92 O -0.1107 -2.0614 -0.5261
93 H 3.1014 0.2519 -5.1346
94 H -2.6935 1.1528 2.3607
95 H -0.4766 4.9947 1.1441
96 S -1.2998 -1.3620 2.3235
97 H -8.2086 -0.9654 0.3758
98 C -0.4246 4.3044 0.3143
99 C 0.2534 -4.2555 0.2016
100 H -6.0659 -1.7549 1.5123
101 C -3.7074 1.2179 4.2638
102 C -0.7769 -0.7861 -3.1830
103 C -7.1307 0.2379 -1.0618
104 H -7.2317 0.3315 1.0744
105 H 5.0553 -1.1903 -1.9108
106 O -3.0946 -7.4272 -0.6170
107 H 4.1172 1.2552 -4.0834
108 N 1.7336 -7.6319 0.7666
109 O 1.3237 -8.7734 0.8167
110 H 5.2148 -2.1679 2.2458

Values from the calculation:
- Net charge: +1
- HOMO-LUMO gap (alpha / beta): 5.64 / 5.57 eV
- Multiplicity: 2
- Energy above the lowest of the compared OMol25 structures with the same formula, charge and spin: 36.3 kcal/mol
- Maximum force: 1.73 eV/A

---

Question: energy above the lowest of the compared OMol25 structures with the same formula, charge and spin of number 2 (C47H40F6N6O4OsP2S3)?
Answer: 0.0 kcal/mol

---

Question: Look up the energy above the lowest of the compared OMol25 structures with the same formula, charge and spin of the third one.
Answer: 0.0 kcal/mol